Record 1
102
Properties=species:S:1:pos:R:3 method="wB97M-V/def2-TZVPD" lumo_energy_ev=0.54 charge=0 orbital_gap_ev=7.09
Ir -0.89310 -0.10657 -1.42305
C -0.04070 3.17201 -3.92535
C -0.73923 3.53052 -2.60665
C -2.20855 3.87635 -2.86289
P -0.44358 2.29389 -1.24754
C -0.59664 3.44381 0.24639
C -2.00520 3.95730 0.60954
C 0.09381 2.89572 1.49971
C 1.34787 2.10843 -1.13553
C 2.23979 3.14263 -1.41784
C 3.56138 3.11953 -1.00829
C 4.53516 4.20517 -1.38170
C 3.93653 2.04679 -0.19490
C 3.07635 1.01261 0.10879
C 1.76256 0.95688 -0.42264
N 0.90609 -0.09170 -0.21326
C 1.40570 -1.20193 0.49478
C 2.53730 -1.86883 0.01211
C 3.06429 -2.98886 0.62789
C 2.46880 -3.50765 1.77132
C 2.99805 -4.74176 2.45318
C 1.34463 -2.84887 2.24934
C 0.80563 -1.70251 1.65895
P -0.60276 -0.79903 2.42836
C 0.05669 -0.43899 4.14309
C 0.25795 -1.55400 5.16840
C 1.35263 0.35837 3.97748
C -1.96947 -2.05279 2.59244
C -2.98785 -1.51027 3.60479
C -1.68779 -3.53313 2.82778
H 0.24727 4.08904 -4.44458
H -0.72086 2.62247 -4.57472
H 0.86018 2.57363 -3.78394
H -0.26528 4.43189 -2.20548
H -2.79521 2.98148 -3.06906
H -2.26712 4.52243 -3.74247
H -2.66324 4.41739 -2.03703
H -0.00589 4.29462 -0.10561
H -2.37797 3.46041 1.50526
H -2.75166 3.81451 -0.16820
H -1.95912 5.02341 0.83973
H -0.27119 1.90190 1.76918
H -0.10843 3.56611 2.34004
H 1.17324 2.82460 1.37326
H 1.88443 4.01112 -1.96481
H 4.02967 5.02253 -1.89719
H 5.31644 3.82959 -2.04663
H 5.03018 4.61978 -0.50088
H 4.93522 2.02863 0.23062
H 3.41411 0.23907 0.78447
H 3.02590 -1.50794 -0.88470
H 3.94361 -3.46543 0.20677
H 4.06981 -4.85431 2.28814
H 2.51094 -5.64549 2.07632
H 2.82312 -4.70227 3.52900
H 0.87494 -3.24196 3.13741
H -0.70231 0.24330 4.54192
H 1.10155 -2.18952 4.89991
H -0.62436 -2.18319 5.29452
H 0.49171 -1.11516 6.14241
H 2.14052 -0.27352 3.56185
H 1.69668 0.72700 4.94693
H 1.22665 1.21500 3.31088
H -2.43867 -1.98929 1.60378
H -2.73067 -1.79473 4.62785
H -3.97963 -1.91275 3.38852
H -3.05983 -0.42052 3.56384
H -1.05716 -3.71479 3.69873
H -1.21006 -3.98477 1.95773
H -2.63181 -4.05908 2.99578
Se -3.23214 -2.55455 -1.36739
Se -2.28695 0.21856 -3.54707
C -0.51444 0.04954 -4.14968
C -0.04919 0.02398 -5.46371
C 1.30058 -0.14327 -5.68848
C 2.16451 -0.29297 -4.60225
C 1.63978 -0.26754 -3.33036
N 0.33187 -0.09467 -3.11451
C -3.60792 -1.00539 -0.40951
C -4.86953 -0.81950 0.17947
C -5.07438 0.21139 1.06328
C -4.00621 1.04954 1.37865
C -2.81075 0.84192 0.73828
N -2.62341 -0.10924 -0.19442
H -0.75863 0.13293 -6.27253
H 1.68698 -0.16167 -6.69953
H 3.22762 -0.42815 -4.73936
H 2.25462 -0.38070 -2.45008
H -5.64911 -1.53044 -0.05227
H -6.04165 0.34650 1.53114
H -4.10067 1.84678 2.10229
H -1.94678 1.43798 0.95400
C -0.10254 -4.21985 -0.65964
O -0.42092 -2.83554 -0.58826
C -0.93860 -2.16951 -1.62326
C -0.84945 -2.87346 -2.96250
H 0.58972 -4.42806 -1.47465
H -1.01377 -4.81373 -0.77367
H 0.37423 -4.44710 0.28824
H -1.25745 -3.88229 -2.91535
H 0.20937 -2.95977 -3.24645
H -1.37682 -2.32004 -3.73464

---

Record 2
6
Properties=species:S:1:pos:R:3 method="wB97M-V/def2-TZVPD" lumo_energy_ev="-4.57 / -4.58" multiplicity=2 charge=+1 s_squared=0.755 orbital_gap_ev="6.10 / 7.65"
O -1.39824 0.16422 -0.22680
C -0.29394 0.72388 0.00692
C 1.36979 0.20795 0.12920
O 2.51828 0.40505 0.20022
Tl -1.08151 -2.08031 -0.03126
Li -2.74104 1.59201 0.16083

---

Record 3
11
Properties=species:S:1:pos:R:3 method="wB97M-V/def2-TZVPD" lumo_energy_ev=-1.85 charge=0 orbital_gap_ev=6.86
C -1.43302 -0.29419 -0.25268
C 0.45385 1.12545 0.52151
N 1.50100 0.49798 0.11405
N -0.86401 -1.40553 -0.39020
O 2.35853 0.78846 -0.78617
O 0.29411 -1.83013 -0.03971
S -2.64005 0.71432 -0.14970
H 0.25171 2.20847 0.16816
H -0.06026 0.86980 1.36205
H -1.49988 -2.21445 -0.91929
H 1.63802 -0.46017 0.37197

---

Record 4
106
Properties=species:S:1:pos:R:3 method="wB97M-V/def2-TZVPD" lumo_energy_ev=-2.63 charge=0 orbital_gap_ev=1.55
C 4.17726 2.48588 3.53096
O 4.67820 1.56875 2.59377
C 3.72871 0.58567 2.21845
C 4.49858 -0.59664 1.65950
C 3.66190 -1.84303 1.83551
C 4.14138 -3.21389 2.35615
C 2.89806 -4.03415 1.96590
C 1.84562 -4.33956 3.03416
C 0.85322 -3.17022 2.86682
C 0.26003 -3.08058 1.45029
C -1.18881 -3.86084 1.28140
C -2.44912 -2.83151 1.18460
C -3.59549 -3.25204 0.19342
C -4.64169 -2.16446 -0.18937
C -5.26271 -1.34263 0.95306
N -5.31459 0.13087 0.64601
C -4.05037 0.57816 1.32326
C -4.13041 0.72695 2.84724
C -3.04657 1.67835 3.31488
I -3.11277 1.81301 5.42966
C -6.64099 0.74489 0.97475
I -8.33827 -0.53821 0.74643
C -6.91535 1.99490 1.33193
C -8.30752 2.46155 1.63384
I -5.55344 3.58541 1.49627
C -5.18744 0.11042 -0.92116
P -5.01610 1.64320 -1.92146
P -3.03686 2.53891 -1.59206
O -3.07565 3.81404 -0.86617
O -2.06927 1.44529 -0.93493
O -2.46409 2.74795 -3.05205
C -4.43113 -1.10294 -1.42638
B -3.03765 -0.89916 -2.13432
O -1.77458 -1.51731 -1.72858
O -3.00354 -0.17166 -3.24143
C -1.82047 -0.00462 -4.04495
P -5.40162 -1.96343 -2.88499
O -4.72021 -3.44041 -2.77056
O -6.91668 -2.04453 -2.32270
H 3.11363 2.66128 3.37068
H 4.34342 2.11158 4.54450
H 4.71306 3.41967 3.40676
H 2.99871 0.97008 1.48255
H 3.11470 0.29678 3.08456
H 4.56235 -0.47868 0.58366
H 5.48508 -0.64489 2.10860
H 2.80213 -1.61016 2.45960
H 3.27691 -2.02860 0.83662
H 4.32322 -3.19543 3.42605
H 4.99566 -3.59539 1.80857
H 2.45596 -3.42301 1.20345
H 3.17388 -4.97153 1.48589
H 2.22732 -4.30983 4.04990
H 1.39572 -5.31903 2.89078
H 1.41591 -2.25508 2.99318
H 0.07482 -3.14525 3.63032
H 0.18798 -1.98413 1.20468
H 0.93081 -3.51815 0.65807
H -1.14976 -4.50588 0.38506
H -1.31538 -4.44988 2.17746
H -2.00879 -1.82427 0.92579
H -2.88653 -2.73293 2.17786
H -4.14107 -4.03618 0.71157
H -3.20133 -3.73696 -0.71430
H -5.47571 -2.77616 -0.52024
H -4.68571 -1.57324 1.83900
H -6.21411 -1.79533 1.15776
H -3.65909 1.49419 0.90881
H -3.28427 -0.15828 1.12982
H -3.88090 -0.23662 3.28316
H -5.11436 1.03072 3.18150
H -3.17050 2.68069 2.93648
H -2.05494 1.31263 3.07860
H -8.94600 2.36815 0.76140
H -8.72490 1.88394 2.45277
H -8.31094 3.49733 1.93809
H -6.22119 -0.14503 -1.16954
H -5.86162 2.53200 -1.25951
H -1.20179 1.85506 -0.75439
H -2.40586 3.69781 -3.23199
H -1.78600 -2.41363 -2.12020
H -2.09899 0.61709 -4.88215
H -1.48698 -0.95859 -4.43279
H -1.03945 0.50423 -3.49671
H -5.34628 -4.15422 -2.60838
H -7.11833 -2.75455 -1.69737
Br 2.15843 0.73481 -0.73057
C 5.07539 2.54592 -2.43513
Cl 5.17428 0.93583 -3.16324
Cl 6.35337 3.62160 -3.03545
H 4.11708 2.98287 -2.67748
H 5.18122 2.44731 -1.36278
C 4.56402 6.08224 -1.16799
O 5.15848 5.92175 -0.09568
O 3.73237 5.26030 -1.66390
O 4.69752 7.09699 -1.91581
Cs -0.79241 -1.67928 -0.11574
O 10.09287 4.08701 -2.89806
V 9.76471 2.48009 -2.63599
O 9.59444 0.86212 -2.35388
C 13.43523 2.86566 -6.31325
C 13.00144 2.14848 -5.12784
N 12.65123 1.58029 -4.19612
H 13.84785 2.16782 -7.03925
H 12.58747 3.38435 -6.75642
H 14.19651 3.59545 -6.04571

---

Record 5
99
Properties=species:S:1:pos:R:3 method="wB97M-V/def2-TZVPD" lumo_energy_ev=0.24 charge=0 orbital_gap_ev=6.60
Pb 0.39277 -0.06983 -0.01966
C 0.58887 2.27047 -2.47896
N 0.01157 2.29447 -1.13626
C -1.41503 2.58027 -1.19886
C -2.22133 2.11147 -0.01656
C -3.43403 2.72777 0.29144
C -4.21323 2.21357 1.31224
C -3.74603 1.11467 2.01984
C -2.53193 0.57047 1.64594
N -1.80923 1.03727 0.63814
C 0.73737 3.25207 -0.29796
C 0.69737 3.01437 1.22634
C 1.66857 4.00407 1.85234
C 2.39377 3.67207 2.93144
C 2.36087 2.34017 3.41844
C 1.74337 1.40467 2.63764
N 1.04957 1.62977 1.51554
C 1.96507 1.65607 -2.52916
C 2.82397 1.89117 -3.60116
C 4.03057 1.21177 -3.65576
C 4.36987 0.35647 -2.61906
C 3.47507 0.21927 -1.57366
N 2.30227 0.83117 -1.54726
H 0.63337 3.27857 -2.92536
H -0.05543 1.65237 -3.11686
H -1.82833 2.05527 -2.06836
H -1.59483 3.65647 -1.34336
H -3.76233 3.59367 -0.26286
H -5.17093 2.65287 1.55144
H -4.31073 0.69437 2.83704
H -2.12303 -0.29463 2.14384
H 0.40457 4.27537 -0.52616
H 1.79267 3.18517 -0.57066
H 1.70077 4.99027 1.41684
H 3.04517 4.40057 3.39804
H 2.88967 2.05697 4.31304
H 1.82637 0.36167 2.91114
H 2.54627 2.57417 -4.38896
H 4.69897 1.34767 -4.49156
H 5.29737 -0.19343 -2.62466
H 3.68657 -0.41143 -0.72356
C 1.46187 -2.59273 -0.27926
C 0.61557 -2.61963 -1.40746
C -0.73343 -2.51413 -0.92076
C -0.65453 -2.45873 0.49354
C 0.69917 -2.50783 0.91274
C 1.17957 -2.88033 2.29554
C 0.26357 -2.28953 3.37124
C 2.61617 -2.41833 2.55774
C 1.14547 -4.41423 2.40244
C -2.10513 -2.65143 -1.57616
C -2.46963 -4.14403 -1.67136
C -2.23293 -1.98063 -2.94946
C -3.19533 -2.00163 -0.70506
C 1.19287 -2.88703 -2.79646
C 2.69077 -3.22613 -2.71126
C 1.08547 -1.67243 -3.72946
C 0.54427 -4.11843 -3.44476
H 2.52117 -2.75503 -0.29346
H -1.49233 -2.50913 1.16224
H 0.17827 -1.21173 3.24884
H 0.66727 -2.49313 4.36144
H -0.73043 -2.72773 3.31744
H 2.69207 -1.33593 2.50974
H 3.30497 -2.84083 1.83154
H 2.92687 -2.74413 3.54894
H 0.14147 -4.79153 2.22474
H 1.46867 -4.73503 3.39114
H 1.80707 -4.85623 1.66184
H -1.71193 -4.71993 -2.18956
H -3.41903 -4.27113 -2.18956
H -2.56873 -4.55633 -0.66996
H -1.66913 -2.49153 -3.72096
H -1.89893 -0.94553 -2.89086
H -3.27683 -1.98163 -3.26316
H -3.31943 -2.52053 0.23984
H -4.15083 -2.05573 -1.22406
H -2.96903 -0.95783 -0.50726
H 3.26987 -2.40173 -2.30736
H 3.06857 -3.43193 -3.71176
H 2.85267 -4.11173 -2.10286
H 1.56637 -0.81403 -3.27276
H 0.05927 -1.40953 -3.94956
H 1.59187 -1.87943 -4.67146
H 0.61497 -4.96903 -2.77016
H 1.05877 -4.37143 -4.37086
H -0.49783 -3.95613 -3.68396
N -4.71523 5.34467 4.80424
C -3.81683 4.94177 4.21194
C -2.72573 4.45577 3.46564
C -2.29323 5.13917 2.32594
C -1.24123 4.65317 1.58144
C -0.59443 3.45777 1.91734
C -1.02653 2.79877 3.07524
C -2.06093 3.28807 3.84404
H -2.81003 6.04067 2.02924
H -0.92053 5.23247 0.72804
H -0.53033 1.89007 3.38294
H -2.37063 2.77027 4.74044

---

Record 6
28
Properties=species:S:1:pos:R:3 method="wB97M-V/def2-TZVPD" lumo_energy_ev=0.95 charge=0 orbital_gap_ev=9.31 smiles=COc1cccc2c1C[C@H](N)CC2
C 1.76790 -0.10373 -3.44805
C 0.35931 -0.29165 -1.62611
C -0.25983 -1.41026 -2.28005
C -1.13496 -2.32364 -1.58481
C -1.55228 -1.90912 -0.36233
C -0.86620 -0.87278 0.31732
C -1.39733 -0.60850 1.75017
C -0.60303 0.45129 2.45214
C -0.08640 1.67468 1.76792
C 0.76586 0.99744 0.61088
C 0.01653 0.02519 -0.28556
H 0.99881 0.07757 -4.05682
H 2.59368 0.52460 -3.89682
H 2.08646 -1.15275 -3.24995
H 0.04779 -1.83902 -3.28359
H -1.50686 -3.14177 -2.15558
H -2.31531 -2.43563 0.26920
H -1.12328 -1.59705 2.34283
H -2.55170 -0.34690 1.76650
H -1.32085 0.74118 3.30939
H 0.32075 -0.02628 3.00608
H -0.88547 2.23159 1.44998
H 0.43032 2.55704 3.55027
H 1.01350 3.54556 2.19625
H 1.64659 0.51330 1.07549
H 1.24562 1.86179 -0.03915
N 0.80231 2.50017 2.53250
O 1.50805 0.35768 -2.12811